No. 1
78
Properties=species:S:1:pos:R:3 method="wB97M-V/def2-TZVPD" max_force_ev_per_a=2.0 charge=-1 energy_ev=-888855.8574 homo_lumo_gap_ev=5.728
C -1.697 1.679 -1.722
C -0.889 1.347 -0.492
C -1.043 0.140 0.175
C -0.247 -0.152 1.282
C 0.723 0.744 1.723
C 1.649 0.416 2.857
B 3.156 0.070 2.264
O 3.882 1.367 2.000
C 4.219 1.417 0.653
C 3.453 0.300 -0.058
P 4.229 -0.416 -1.543
S 6.186 -0.412 -1.690
O 3.191 -0.623 0.956
C 0.850 1.976 1.071
C 0.046 2.274 -0.025
H -2.355 0.857 -1.989
H -1.059 1.896 -2.573
H -2.278 2.577 -1.514
H -1.765 -0.590 -0.170
H -0.339 -1.091 1.808
H 1.755 1.275 3.515
H 1.222 -0.408 3.436
H 3.767 -0.581 3.117
H 5.278 1.102 0.592
H 4.224 2.410 0.202
H 2.442 0.577 -0.406
H 3.688 0.353 -2.592
H 3.677 -1.696 -1.724
H 1.587 2.702 1.378
H 0.176 3.217 -0.539
Br -0.355 2.223 5.816
C -1.777 0.952 6.171
C -1.856 -0.141 5.136
Br -2.654 0.486 3.480
H -2.696 1.526 6.231
H -1.548 0.530 7.148
H -2.509 -0.936 5.493
H -0.886 -0.555 4.874
Br 9.930 4.281 -0.615
C 8.714 3.840 0.843
C 7.425 3.244 0.347
Br 6.244 4.595 -0.403
H 8.562 4.755 1.406
H 9.251 3.120 1.456
H 6.868 2.805 1.173
H 7.571 2.495 -0.424
Br -0.212 -4.587 -1.984
C -1.740 -5.007 -0.862
C -2.989 -4.312 -1.333
Br -2.996 -2.426 -0.847
H -1.468 -4.738 0.154
H -1.860 -6.087 -0.934
H -3.866 -4.734 -0.844
H -3.117 -4.361 -2.408
Br 0.312 1.562 -5.728
C 1.716 0.392 -5.055
C 1.155 -0.897 -4.517
Br 0.330 -0.640 -2.776
H 2.258 0.956 -4.303
H 2.366 0.204 -5.907
H 1.954 -1.619 -4.360
H 0.401 -1.328 -5.168
Br -4.612 2.161 0.700
C -4.626 3.514 2.092
C -6.003 4.078 2.316
Br -6.518 5.328 0.914
H -3.904 4.270 1.800
H -4.274 3.006 2.988
H -6.032 4.655 3.238
H -6.768 3.309 2.344
Br -3.883 -6.133 -4.326
C -5.401 -6.559 -3.190
C -6.653 -5.861 -3.650
Br -6.626 -3.978 -3.168
H -5.123 -6.287 -2.177
H -5.517 -7.638 -3.255
H -7.525 -6.278 -3.152
H -6.788 -5.912 -4.725



No. 2
9
Properties=species:S:1:pos:R:3 method="wB97M-V/def2-TZVPD" relative_energy_kcal_mol=0.00 max_force_ev_per_a=5.6 charge=+2 energy_ev=-53900.3990 spin_multiplicity=2 homo_lumo_gap_ev="9.684 / 6.438"
C 0.795 0.189 -0.230
C -0.415 -0.516 -0.137
O -1.587 0.232 -0.649
C -1.926 0.302 0.546
O -2.577 0.698 1.414
O 1.903 -0.406 -0.192
H 0.751 1.289 -0.276
H -0.507 -1.597 -0.234
Cu 3.562 -0.192 -0.242



No. 3
14
Properties=species:S:1:pos:R:3 method="wB97M-V/def2-TZVPD" relative_energy_kcal_mol=28.85 max_force_ev_per_a=0.6 smiles="C=C[C@H](C)C=O" energy_ev=-7361.0040 homo_lumo_gap_ev=10.532
C 1.346 -1.097 -0.664
C 0.087 -1.162 -0.241
C -0.786 0.043 0.015
C -0.340 1.342 -0.649
C -0.530 0.090 1.523
O -1.092 -0.584 2.348
H 2.018 -1.943 -0.576
H 1.759 -0.187 -1.089
H -0.315 -2.083 0.179
H -1.841 -0.180 -0.184
H -0.214 1.230 -1.730
H -1.067 2.141 -0.472
H 0.622 1.673 -0.239
H 0.352 0.718 1.780



No. 4
46
Properties=species:S:1:pos:R:3 method="wB97M-V/def2-TZVPD" relative_energy_kcal_mol=89.23 max_force_ev_per_a=1.7 charge=+1 energy_ev=-24090.2982 homo_lumo_gap_ev=8.469
C 5.085 -3.504 -0.235
O 5.009 -2.078 -0.582
C 3.852 -1.410 -0.300
C 3.712 -0.094 -0.805
C 2.457 0.490 -0.851
C 1.332 -0.161 -0.314
C -0.016 0.436 -0.530
C -1.181 -0.538 -0.338
C -2.400 0.017 0.048
C -3.565 -0.738 0.120
C -3.582 -2.065 -0.307
C -4.879 -2.821 -0.400
C -2.364 -2.667 -0.665
C -1.176 -1.923 -0.656
C 1.550 -1.339 0.413
C 2.765 -1.996 0.389
H 6.097 -3.780 -0.518
H 4.929 -3.655 0.842
H 4.346 -4.086 -0.804
H 4.587 0.386 -1.247
H 2.357 1.452 -1.344
H -0.149 0.988 -1.464
H -2.432 1.080 0.274
H -4.486 -0.272 0.479
H -4.711 -3.904 -0.353
H -5.558 -2.535 0.414
H -5.425 -2.617 -1.337
H -2.353 -3.717 -0.968
H -0.252 -2.437 -0.913
H 0.752 -1.826 0.967
H 2.857 -3.000 0.807
C 1.180 2.913 0.815
N 0.038 1.997 0.485
N -1.206 2.763 0.322
C -1.676 3.218 1.641
C -1.070 3.897 -0.588
H 0.780 3.634 1.523
H 1.998 2.353 1.291
H 1.537 3.458 -0.075
H -0.128 1.446 1.319
H -2.585 3.778 1.424
H -1.886 2.347 2.280
H -0.965 3.901 2.165
H -1.976 4.508 -0.482
H -0.216 4.543 -0.305
H -0.983 3.557 -1.639



No. 5
45
Properties=species:S:1:pos:R:3 method="wB97M-V/def2-TZVPD" relative_energy_kcal_mol=70.13 max_force_ev_per_a=1.3 smiles="CCc1noc(C)c1C(=O)NCCc1ccc(OC)c(OC)c1" energy_ev=-29155.0911 homo_lumo_gap_ev=8.837
C 4.330 -2.143 -1.383
C 3.361 -0.987 -1.639
C 2.939 -0.375 -0.353
N 3.484 0.719 0.100
O 2.911 1.003 1.298
C 1.981 0.082 1.582
C 1.251 0.221 2.866
C 1.940 -0.842 0.562
C 1.079 -2.027 0.373
O 1.402 -2.980 -0.308
N -0.106 -1.960 1.038
C -1.183 -2.876 0.735
C -1.980 -2.414 -0.502
C -2.340 -0.962 -0.368
C -3.469 -0.556 0.324
C -3.724 0.790 0.495
C -2.865 1.771 0.008
O -3.253 3.048 0.291
C -2.705 4.146 -0.404
C -1.704 1.368 -0.678
O -0.838 2.336 -1.121
C 0.277 1.955 -1.889
C -1.475 0.010 -0.859
H 4.672 -2.554 -2.328
H 3.825 -2.926 -0.824
H 5.192 -1.795 -0.818
H 3.841 -0.220 -2.247
H 2.483 -1.373 -2.159
H 0.318 0.769 2.721
H 1.866 0.786 3.563
H 1.026 -0.757 3.284
H -0.398 -1.063 1.393
H -1.836 -2.930 1.608
H -0.740 -3.855 0.546
H -1.360 -2.566 -1.387
H -2.876 -3.028 -0.593
H -4.156 -1.288 0.720
H -4.605 1.124 1.020
H -3.313 5.000 -0.109
H -2.771 4.010 -1.486
H -1.664 4.325 -0.127
H 0.767 2.886 -2.169
H -0.020 1.416 -2.794
H 0.980 1.344 -1.315
H -0.593 -0.313 -1.391



No. 6
37
Properties=species:S:1:pos:R:3 method="wB97M-V/def2-TZVPD" max_force_ev_per_a=2.4 energy_ev=-25654.8561 homo_lumo_gap_ev=8.329
Li 1.232 3.080 2.203
N 0.774 0.907 0.670
O 0.830 0.650 1.920
O 1.095 2.066 0.312
O 0.360 0.063 -0.129
C -2.247 -4.184 0.997
C -1.445 -3.058 0.437
C -1.666 -2.826 -1.075
O -1.580 -1.826 1.133
H -1.946 -5.156 0.613
H -3.325 -4.027 0.932
H -1.984 -4.238 2.061
H -0.395 -3.389 0.462
H -1.717 -3.787 -1.596
H -0.935 -2.128 -1.473
H -2.671 -2.438 -1.281
H -0.789 -1.313 0.905
C 4.386 0.930 1.384
C 4.360 2.244 2.176
O 3.084 2.518 2.727
O 3.654 -0.095 2.041
H 5.391 0.576 1.165
H 3.842 1.072 0.436
H 4.685 3.082 1.549
H 5.157 2.301 2.926
H 3.089 2.287 3.662
H 2.737 0.194 2.184
C -3.007 1.959 -3.096
C -2.187 1.051 -2.219
O -0.811 1.108 -2.553
O -2.390 3.244 -3.282
H -4.037 2.108 -2.743
H -3.251 1.578 -4.098
H -2.536 0.024 -2.367
H -2.359 1.249 -1.155
H -0.398 0.404 -2.026
H -3.003 3.768 -3.803



No. 7
19
Properties=species:S:1:pos:R:3 method="wB97M-V/def2-TZVPD" relative_energy_kcal_mol=65.43 max_force_ev_per_a=4.5 energy_ev=-20218.4474 homo_lumo_gap_ev="7.598 / 7.394"
C -0.506 1.644 -1.470
C 1.536 -1.344 -1.160
C -1.314 1.002 2.093
C -1.698 0.938 -1.634
C 1.100 -0.680 0.209
N 0.495 2.210 -1.282
O -1.325 -2.241 0.121
O -1.294 -0.356 1.652
P -0.741 -0.919 0.213
H 2.531 -1.059 -1.383
H 1.227 -2.398 -1.212
H 1.029 -0.967 -2.153
H -1.096 1.714 1.282
H -0.462 1.218 2.813
H -2.432 1.255 2.376
H -1.616 0.250 -2.366
H -2.501 1.192 -1.001
H 1.351 0.297 0.272
H 1.575 -1.200 1.046



No. 8
24
Properties=species:S:1:pos:R:3 method="wB97M-V/def2-TZVPD" relative_energy_kcal_mol=91.04 max_force_ev_per_a=3.2 energy_ev=-16404.4718 homo_lumo_gap_ev=10.265
C 1.501 2.463 0.336
C -1.743 -0.288 -1.087
C -1.956 1.188 0.906
C 1.288 -3.049 0.026
C 1.421 1.123 -0.578
C -1.351 -0.149 0.344
O 1.184 -1.693 -0.288
Si 0.629 -0.300 0.407
H 2.520 2.447 0.651
H 1.561 3.244 -0.376
H 0.866 2.569 1.220
H -2.378 -1.134 -1.338
H -2.287 0.629 -1.387
H -0.744 -0.409 -1.672
H -1.705 2.103 0.137
H -1.379 1.493 1.789
H -3.147 1.193 0.869
H 0.326 -3.530 -0.209
H 1.258 -3.073 1.116
H 2.192 -3.381 -0.485
H 2.360 1.142 -1.091
H 0.650 1.275 -1.340
H -1.917 -0.941 0.918
H 1.304 0.005 2.300



No. 9
80
Properties=species:S:1:pos:R:3 method="wB97M-V/def2-TZVPD" relative_energy_kcal_mol=24.35 max_force_ev_per_a=0.8 charge=-1 energy_ev=-124927.3815 homo_lumo_gap_ev=4.945
Sc 0.263 -0.427 0.614
Cl 1.479 1.512 7.650
C 0.934 0.943 6.093
C -0.024 -0.082 6.036
C -0.475 -0.541 4.827
C 0.008 -0.003 3.606
O -0.454 -0.415 2.480
C 0.982 1.032 3.694
C 1.491 1.635 2.498
O 1.137 1.367 1.351
C 1.431 1.488 4.945
H -0.400 -0.503 6.960
H -1.214 -1.331 4.772
H 2.255 2.413 2.633
H 2.165 2.286 4.988
C 1.907 3.971 -1.725
N 0.578 3.646 -2.185
C 0.281 3.174 -3.450
C -1.035 2.899 -3.454
N -1.557 3.180 -2.204
B -3.095 2.933 -1.960
N -3.435 2.838 -0.452
C -4.076 3.802 0.287
C -4.165 3.374 1.562
N -3.561 2.131 1.603
C -3.454 1.276 2.762
C -3.108 1.820 0.366
S -2.363 0.332 -0.067
C -0.565 3.668 -1.421
S -0.622 4.305 0.158
H 2.293 4.846 -2.252
H 2.570 3.121 -1.894
H 1.846 4.188 -0.662
H 1.031 3.061 -4.215
H -1.658 2.502 -4.239
H -3.703 3.867 -2.442
H -3.373 1.872 -2.467
H -4.399 4.724 -0.161
H -4.576 3.839 2.442
H -3.520 1.884 3.663
H -2.503 0.756 2.736
H -4.249 0.528 2.764
F 5.810 0.309 -0.030
C 4.828 -0.583 0.241
C 3.514 -0.169 0.218
C 2.467 -1.049 0.513
C 2.841 -2.377 0.805
C 4.173 -2.758 0.806
F 4.515 -4.034 1.120
C 5.201 -1.879 0.536
C 1.770 -3.338 1.169
C 1.706 -4.642 0.679
C 0.648 -5.447 1.063
C -0.308 -4.938 1.929
C -0.178 -3.627 2.344
N 0.827 -2.836 1.972
H 3.310 0.865 -0.045
H 6.236 -2.190 0.562
H 2.469 -5.000 0.001
H 0.563 -6.457 0.680
H -1.148 -5.536 2.255
H -0.918 -3.171 2.994
O -2.269 -3.872 -5.780
N -1.590 -2.873 -5.943
O -1.325 -2.393 -7.031
C -1.073 -2.199 -4.764
C -1.414 -2.662 -3.517
C -0.908 -2.041 -2.392
C -0.034 -0.892 -2.458
O 0.330 -0.256 -1.457
C 0.333 -0.519 -3.808
C -0.193 -1.129 -4.909
N 1.319 0.534 -4.055
O 2.069 0.854 -3.162
O 1.359 1.010 -5.182
N -1.252 -2.618 -1.129
O -1.970 -3.582 -1.079
O -0.799 -2.120 -0.087
H -2.074 -3.508 -3.408
H 0.096 -0.788 -5.891



Copy entry 1 word for word.
78
Properties=species:S:1:pos:R:3 method="wB97M-V/def2-TZVPD" max_force_ev_per_a=2.0 charge=-1 energy_ev=-888855.8574 homo_lumo_gap_ev=5.728
C -1.697 1.679 -1.722
C -0.889 1.347 -0.492
C -1.043 0.140 0.175
C -0.247 -0.152 1.282
C 0.723 0.744 1.723
C 1.649 0.416 2.857
B 3.156 0.070 2.264
O 3.882 1.367 2.000
C 4.219 1.417 0.653
C 3.453 0.300 -0.058
P 4.229 -0.416 -1.543
S 6.186 -0.412 -1.690
O 3.191 -0.623 0.956
C 0.850 1.976 1.071
C 0.046 2.274 -0.025
H -2.355 0.857 -1.989
H -1.059 1.896 -2.573
H -2.278 2.577 -1.514
H -1.765 -0.590 -0.170
H -0.339 -1.091 1.808
H 1.755 1.275 3.515
H 1.222 -0.408 3.436
H 3.767 -0.581 3.117
H 5.278 1.102 0.592
H 4.224 2.410 0.202
H 2.442 0.577 -0.406
H 3.688 0.353 -2.592
H 3.677 -1.696 -1.724
H 1.587 2.702 1.378
H 0.176 3.217 -0.539
Br -0.355 2.223 5.816
C -1.777 0.952 6.171
C -1.856 -0.141 5.136
Br -2.654 0.486 3.480
H -2.696 1.526 6.231
H -1.548 0.530 7.148
H -2.509 -0.936 5.493
H -0.886 -0.555 4.874
Br 9.930 4.281 -0.615
C 8.714 3.840 0.843
C 7.425 3.244 0.347
Br 6.244 4.595 -0.403
H 8.562 4.755 1.406
H 9.251 3.120 1.456
H 6.868 2.805 1.173
H 7.571 2.495 -0.424
Br -0.212 -4.587 -1.984
C -1.740 -5.007 -0.862
C -2.989 -4.312 -1.333
Br -2.996 -2.426 -0.847
H -1.468 -4.738 0.154
H -1.860 -6.087 -0.934
H -3.866 -4.734 -0.844
H -3.117 -4.361 -2.408
Br 0.312 1.562 -5.728
C 1.716 0.392 -5.055
C 1.155 -0.897 -4.517
Br 0.330 -0.640 -2.776
H 2.258 0.956 -4.303
H 2.366 0.204 -5.907
H 1.954 -1.619 -4.360
H 0.401 -1.328 -5.168
Br -4.612 2.161 0.700
C -4.626 3.514 2.092
C -6.003 4.078 2.316
Br -6.518 5.328 0.914
H -3.904 4.270 1.800
H -4.274 3.006 2.988
H -6.032 4.655 3.238
H -6.768 3.309 2.344
Br -3.883 -6.133 -4.326
C -5.401 -6.559 -3.190
C -6.653 -5.861 -3.650
Br -6.626 -3.978 -3.168
H -5.123 -6.287 -2.177
H -5.517 -7.638 -3.255
H -7.525 -6.278 -3.152
H -6.788 -5.912 -4.725